Record 1
C28H52N9O2PV as an isolated structure. Source: OMol25; level of theory: ωB97M-V/def2-TZVPD.

Each line ends with the Löwdin charge.
Atoms and positions in Å:
V -0.10 -0.30 0.60  0.8705
N -4.88 -0.02 2.30  0.0778
C -5.01 1.24 2.87  -0.1142
C -3.85 1.89 2.58  -0.1731
N -3.00 1.10 1.85  0.0536
C -3.63 -0.07 1.69  -0.3155
C -3.12 -1.21 1.05  -0.2782
N -1.83 -1.36 0.58  -0.0706
C -1.76 -2.68 0.13  -0.1847
C -2.94 -3.31 0.29  -0.1037
N -3.81 -2.41 0.89  0.0709
H -5.55 -0.76 2.36  0.1314
H -5.89 1.54 3.39  0.0962
H -3.58 2.90 2.85  0.0908
H -0.86 -3.04 -0.32  0.0758
H -3.25 -4.30 0.01  0.1041
H -4.81 -2.50 0.89  0.1309
N -0.70 1.71 0.12  -0.0246
C 0.42 2.63 0.31  -0.1375
C 1.52 2.03 1.18  -0.6738
O 2.42 2.73 1.61  0.0506
O 1.40 0.75 1.41  -0.1789
H -1.17 1.88 -0.76  0.0925
H -1.42 1.84 0.84  0.0483
H 0.11 3.57 0.77  0.1262
H 0.88 2.87 -0.65  0.1050
N -0.79 -0.83 3.42  0.0168
C 0.12 -1.87 3.87  -0.2543
C 0.53 -2.75 2.71  -0.2367
N 1.06 -1.91 1.64  -0.0332
H -1.12 -0.29 4.21  0.0757
H -1.61 -1.23 2.97  0.0532
H -0.29 -2.52 4.66  0.1127
H 1.01 -1.38 4.28  0.1189
H -0.34 -3.28 2.32  0.1017
H 1.25 -3.51 3.05  0.1168
H 1.44 -2.44 0.86  0.0614
H 1.81 -1.32 1.98  0.0894
N -0.46 2.34 3.49  0.1282
C -0.42 3.49 4.27  -0.3107
C 0.74 4.28 4.28  -0.0331
C 0.76 5.46 5.01  -0.0968
C -0.35 5.88 5.74  -0.1197
C -1.49 5.09 5.72  -0.1077
C -1.53 3.91 5.00  -0.0559
H -1.21 1.69 3.66  0.0437
H 0.42 1.88 3.33  0.0729
H 1.60 3.97 3.70  0.0992
H 1.66 6.06 5.01  0.1002
H -0.32 6.79 6.31  0.0919
H -2.36 5.40 6.29  0.0975
H -2.43 3.30 5.00  0.0925
C 3.12 0.40 -4.15  -0.0788
C 2.20 0.51 -2.93  -0.5777
C 1.26 1.70 -3.17  -0.0957
C 3.05 0.85 -1.70  -0.0793
P 1.13 -0.99 -2.51  0.8663
N 0.58 -0.90 -1.06  -0.3033
C -0.30 -1.08 -3.76  -0.5834
C -0.94 -2.48 -3.72  -0.0938
C -1.40 -0.11 -3.30  -0.0913
C 0.06 -0.79 -5.22  -0.0800
C 2.18 -2.54 -2.72  -0.5952
C 1.51 -3.71 -1.97  -0.0950
C 3.53 -2.32 -2.01  -0.0909
C 2.44 -2.99 -4.16  -0.0803
H 3.60 1.37 -4.30  0.0919
H 2.60 0.15 -5.07  0.0646
H 3.92 -0.33 -4.00  0.0611
H 1.85 2.61 -3.15  0.0909
H 0.49 1.76 -2.40  0.0482
H 0.76 1.65 -4.14  0.0609
H 3.32 1.91 -1.74  0.0912
H 3.98 0.29 -1.68  0.0699
H 2.52 0.67 -0.77  0.0495
H -1.23 -2.76 -2.71  0.0635
H -0.29 -3.25 -4.14  0.0584
H -1.85 -2.45 -4.32  0.0861
H -1.56 -0.19 -2.22  0.0561
H -2.33 -0.37 -3.81  0.0843
H -1.18 0.93 -3.55  0.0620
H 0.82 -1.47 -5.61  0.0653
H 0.39 0.23 -5.38  0.0576
H -0.84 -0.93 -5.83  0.0891
H 1.43 -3.49 -0.91  0.0498
H 2.15 -4.59 -2.08  0.0887
H 0.53 -3.97 -2.34  0.0559
H 3.40 -1.86 -1.03  0.0762
H 4.21 -1.71 -2.59  0.0622
H 4.00 -3.29 -1.87  0.0867
H 1.55 -3.40 -4.63  0.0631
H 3.19 -3.79 -4.14  0.0890
H 2.83 -2.20 -4.79  0.0618

## Properties
- Max |F|: 0.7 eV/A
- Gap between HOMO and LUMO (alpha / beta): 5.1 / 7.9 eV
- HOMO energy (alpha / beta): -4.618 / -7.453 eV
- Multiplicity: 4
- Molecular weight: 628.7 g/mol
- Expectation value of S²: 3.77


Record 2
C28H52OP2Yb as an isolated structure. Source: OMol25; level of theory: ωB97M-V/def2-TZVPD.

Each line ends with the Löwdin charge.
Atoms and positions in Å:
Yb -0.76 -1.09 2.08  1.4357
C -1.99 1.72 3.48  -0.1778
C -2.52 1.88 2.18  -0.1808
C -3.04 -0.22 2.90  -0.3435
C -2.37 0.45 3.95  -0.2203
C -3.10 0.66 1.79  -0.2179
C -1.26 2.73 4.27  -0.0158
H -1.52 3.75 3.97  0.0883
H -0.18 2.63 4.16  0.0579
H -1.48 2.63 5.34  0.0884
C -2.31 -0.04 5.35  -0.0085
H -1.77 0.63 6.02  0.0698
H -1.82 -1.02 5.39  0.0912
H -3.32 -0.14 5.79  0.1158
C -3.39 -1.66 2.97  -0.0765
H -4.24 -1.82 3.66  0.1092
H -2.56 -2.28 3.36  0.0685
H -3.71 -2.05 2.00  0.0807
C -3.76 0.39 0.49  -0.0054
H -4.78 0.80 0.40  0.1152
H -3.85 -0.69 0.32  0.0815
H -3.18 0.81 -0.33  0.0504
C -2.52 3.12 1.36  -0.0126
H -3.54 3.45 1.12  0.1050
H -2.00 2.97 0.40  0.0504
H -2.02 3.94 1.90  0.0844
C 1.46 1.78 0.18  -0.1031
C 1.04 3.05 0.32  -0.0849
C 0.40 3.93 -0.73  -0.1798
C -0.11 3.23 -2.00  -0.1887
C -1.16 2.19 -1.79  -0.1048
C -1.02 0.86 -1.63  -0.1140
C 0.19 0.11 -1.20  -0.1905
C 1.48 0.96 -1.06  -0.2087
H 1.12 4.70 -1.04  0.1246
H 0.74 2.83 -2.56  0.0954
H -0.44 4.46 -0.26  0.1049
H 1.65 1.59 -1.94  0.0695
H 1.80 1.18 1.03  0.0730
H 1.19 3.52 1.29  0.1072
H 2.34 0.26 -1.01  0.1081
H 0.00 -0.43 -0.23  0.0593
H -1.90 0.23 -1.79  0.1001
H 0.39 -0.72 -1.91  0.0460
H -0.53 4.02 -2.64  0.1232
H -2.18 2.60 -1.92  0.1172
P 1.90 -1.71 -3.70  0.8025
P 0.02 -3.62 -4.95  0.7644
C 2.50 -2.41 -5.34  -0.4270
C 1.75 -3.69 -5.68  -0.4560
H 3.58 -2.58 -5.29  0.0755
H 2.33 -1.64 -6.12  0.0723
H 1.67 -3.84 -6.77  0.0765
H 2.24 -4.57 -5.25  0.0761
C -0.51 -5.24 -5.65  -0.3393
H -1.59 -5.35 -5.49  0.0296
H 0.01 -6.04 -5.12  0.0318
H -0.29 -5.30 -6.72  0.0382
C -0.71 -2.57 -6.29  -0.3114
H -0.33 -2.87 -7.28  0.0436
H -0.49 -1.51 -6.12  0.0223
H -1.80 -2.70 -6.27  0.0338
C 3.39 -2.14 -2.70  -0.2953
H 3.32 -1.65 -1.72  0.0153
H 4.30 -1.83 -3.21  0.0422
H 3.40 -3.23 -2.54  0.0410
C 2.27 0.03 -4.15  -0.2855
H 1.76 0.29 -5.09  0.0454
H 3.36 0.18 -4.26  0.0548
H 1.89 0.68 -3.36  -0.0176
C 2.14 1.21 3.77  -0.0383
C 1.58 -0.06 4.41  -0.6907
C 2.71 -1.07 4.66  -0.0518
C 1.01 0.26 5.79  -0.0475
O 0.59 -0.63 3.54  -0.4035
H 3.02 1.57 4.33  0.1021
H 1.41 2.02 3.73  0.0545
H 2.46 1.02 2.74  0.0581
H 3.50 -0.63 5.30  0.0909
H 2.32 -1.95 5.19  0.0842
H 3.18 -1.39 3.73  0.0817
H 0.32 1.12 5.78  0.0546
H 0.48 -0.61 6.20  0.0853
H 1.82 0.51 6.49  0.1000

## Properties
- Max |F|: 2.9 eV/A
- Gap between HOMO and LUMO (alpha / beta): 6.1 / 4.7 eV
- HOMO energy (alpha / beta): -9.633 / -9.633 eV
- Charge: +1
- Multiplicity: 2
- Molecular weight: 639.7 g/mol
- Expectation value of S²: 0.76


Record 3
C28H52P2V as an isolated structure. Source: OMol25; level of theory: ωB97M-V/def2-TZVPD.

Each line ends with the Löwdin charge.
Atoms and positions in Å:
V -0.20 -0.03 -1.00  0.4182
C -0.78 -1.88 -0.01  -0.2947
C 0.60 -1.97 -0.44  -0.3135
C 0.48 -0.44 1.30  -0.2370
C -0.83 -0.97 1.10  -0.2344
C 1.37 -1.03 0.35  -0.2743
C -1.92 -2.75 -0.41  -0.0331
H -1.66 -3.44 -1.22  0.0790
H -2.80 -2.17 -0.74  0.0787
H -2.25 -3.35 0.45  0.0990
C -1.97 -0.79 2.03  -0.0080
H -2.89 -1.22 1.61  0.0879
H -2.13 0.28 2.21  0.0499
H -1.78 -1.27 3.01  0.1108
C 0.87 0.44 2.43  -0.0071
H 0.67 -0.03 3.40  0.1058
H 0.29 1.37 2.41  0.0473
H 1.93 0.71 2.38  0.0855
C 2.85 -0.93 0.42  -0.0402
H 3.21 -1.44 1.33  0.1064
H 3.21 0.11 0.49  0.0590
H 3.34 -1.40 -0.44  0.0754
C 1.20 -3.04 -1.30  -0.0296
H 1.71 -3.77 -0.66  0.1026
H 1.94 -2.64 -2.01  0.0785
H 0.42 -3.59 -1.86  0.0789
C -1.91 1.01 -5.51  -0.1580
C -2.06 -0.33 -5.40  -0.1637
C -1.26 -1.32 -6.19  -0.1606
C 0.27 -1.06 -6.26  -0.1608
C 0.89 -0.35 -5.09  -0.1185
C 1.10 0.99 -5.10  -0.1492
C 0.47 1.95 -6.07  -0.1652
C -1.00 1.66 -6.52  -0.1547
H -1.66 -1.35 -7.22  0.1302
H 0.48 -0.53 -7.21  0.1165
H -1.43 -2.32 -5.75  0.1142
H -0.98 1.09 -7.47  0.1147
H -2.58 1.69 -4.96  0.0938
H -2.92 -0.73 -4.85  0.1016
H -1.45 2.65 -6.76  0.1214
H 0.52 2.97 -5.65  0.1073
H 1.93 1.42 -4.54  0.0743
H 1.09 1.97 -6.99  0.1294
H 0.75 -2.04 -6.36  0.1173
H 1.38 -1.00 -4.37  0.1005
P -2.02 0.93 -2.21  0.9783
P 1.59 1.61 -1.69  0.9154
C -0.87 2.19 -3.14  -0.3269
C 0.46 2.77 -2.62  -0.3515
H -1.54 2.97 -3.54  0.1014
H -0.59 1.55 -3.98  -0.0042
H 1.04 3.13 -3.49  0.0755
H 0.27 3.64 -1.97  0.0864
C 2.51 2.75 -0.60  -0.2260
H 2.89 2.23 0.28  0.0413
H 1.88 3.60 -0.29  0.0503
H 3.36 3.14 -1.18  0.0590
C 3.00 0.81 -2.53  -0.2474
H 3.60 1.58 -3.04  0.0613
H 2.67 0.06 -3.26  0.0158
H 3.64 0.31 -1.79  0.0460
C -3.76 0.75 -2.65  -0.2226
H -4.18 -0.14 -2.14  0.0713
H -3.92 0.64 -3.72  0.0275
H -4.32 1.62 -2.29  0.0509
C -1.22 -0.61 -2.85  -0.3053
H -0.28 -1.04 -2.40  0.0422
H -0.84 -0.35 -3.84  -0.0056
H -1.94 -1.43 -2.96  0.0859
C -3.30 1.99 0.60  -0.0976
C -1.95 2.63 0.95  -0.4833
C -1.79 2.88 2.45  -0.0876
C -0.75 1.98 0.28  -0.1842
H -3.29 0.89 0.67  0.0554
H -3.61 2.26 -0.42  0.0387
H -4.07 2.36 1.29  0.0885
H -1.98 3.64 0.49  0.1313
H -1.78 1.97 3.06  0.0644
H -0.87 3.45 2.65  0.0834
H -2.64 3.50 2.78  0.0857
H 0.17 2.40 0.74  0.0430
H -0.77 2.38 -0.76  -0.0387

## Properties
- Max |F|: 5.8 eV/A
- Gap between HOMO and LUMO (alpha / beta): 7.9 / 8.0 eV
- HOMO energy (alpha / beta): -10.173 / -10.141 eV
- Charge: +1
- Multiplicity: 3
- Molecular weight: 501.6 g/mol
- Expectation value of S²: 2.19


Record 4
A 5-piece molecular cluster, C28H53BN5 overall. Source: OMol25; level of theory: ωB97M-V/def2-TZVPD.

Each line ends with the Löwdin charge.
Atoms and positions in Å:
C -2.00 -3.50 1.64  0.0291
C -0.85 -3.29 1.32  -0.0797
B 0.69 -2.97 0.99  -0.7008
C 0.85 -1.59 0.08  -0.1813
C -0.23 -1.40 -0.99  -0.2318
C -1.47 -0.55 -0.63  -0.1938
C -1.58 0.00 0.79  -0.1959
C -1.09 1.46 0.97  -0.1957
C 0.17 1.86 0.19  -0.2226
C 1.37 2.13 1.11  -0.2658
C 2.68 2.29 0.32  -0.1142
N 1.52 -2.95 2.31  -0.0424
C 2.94 -2.82 2.09  -0.3523
C 3.76 -3.02 3.39  -0.1166
H -3.00 -3.67 1.93  -0.0184
H 1.15 -3.89 0.29  0.0840
H 0.96 -0.70 0.72  0.0664
H 1.81 -1.70 -0.44  0.0744
H 0.23 -0.95 -1.88  0.0501
H -0.56 -2.40 -1.29  0.0767
H -2.37 -1.12 -0.87  0.0815
H -1.50 0.32 -1.31  0.0842
H -1.11 -0.65 1.52  0.0900
H -2.64 0.00 1.05  0.0727
H -1.92 2.13 0.75  0.0709
H -0.88 1.60 2.03  0.1001
H -0.03 2.78 -0.35  0.1054
H 0.47 1.10 -0.53  0.0854
H 1.46 1.28 1.79  0.0978
H 1.17 3.03 1.68  0.1005
H 2.67 1.69 -0.59  0.0707
H 3.51 1.95 0.94  0.0389
H 2.82 3.34 0.09  0.0590
H 1.23 -2.16 2.88  0.0821
H 3.25 -3.58 1.37  0.0915
H 3.24 -1.85 1.67  0.0931
H 4.61 -3.69 3.23  0.0473
H 4.16 -2.08 3.76  0.0489
H 3.11 -3.44 4.16  0.0546
C 6.23 3.86 -0.56  -0.1075
C 6.51 4.63 0.73  -0.2626
C 7.26 3.79 1.77  -0.1957
C 6.48 2.61 2.15  -0.2378
N 5.87 1.68 2.43  0.1618
H 5.58 3.00 -0.37  0.0604
H 5.72 4.50 -1.28  0.0733
H 7.15 3.51 -1.01  0.0755
H 5.57 4.98 1.16  0.1101
H 7.11 5.52 0.51  0.1031
H 7.46 4.37 2.67  0.1134
H 8.21 3.45 1.37  0.1171
C -5.86 1.00 4.48  -0.1136
C -6.60 0.31 3.34  -0.2644
C -5.68 -0.02 2.16  -0.1925
C -5.08 1.18 1.58  -0.2348
N -4.60 2.09 1.08  0.1744
H -5.44 1.95 4.17  0.0699
H -6.53 1.19 5.32  0.0661
H -5.03 0.38 4.85  0.0786
H -7.42 0.95 3.00  0.1067
H -7.04 -0.62 3.70  0.1046
H -6.23 -0.53 1.36  0.0975
H -4.87 -0.68 2.47  0.1232
C -3.72 2.24 -2.19  -0.1174
C -3.77 1.29 -3.38  -0.2542
C -5.03 0.41 -3.35  -0.1897
C -5.15 -0.39 -2.13  -0.2184
N -5.24 -1.01 -1.17  0.1709
H -3.65 1.68 -1.26  0.0319
H -2.85 2.90 -2.25  0.0753
H -4.61 2.86 -2.14  0.0739
H -2.88 0.66 -3.39  0.1032
H -3.78 1.85 -4.32  0.1036
H -5.05 -0.26 -4.21  0.1136
H -5.92 1.04 -3.40  0.1152
C 0.48 -4.18 -3.37  -0.0995
C 1.29 -3.95 -4.64  -0.2633
C 2.06 -2.62 -4.62  -0.1889
C 1.16 -1.48 -4.48  -0.2351
N 0.47 -0.58 -4.27  0.1554
H -0.28 -3.41 -3.23  0.0616
H -0.02 -5.14 -3.40  0.0734
H 1.12 -4.16 -2.48  0.0782
H 0.62 -3.96 -5.51  0.1046
H 2.01 -4.76 -4.78  0.1019
H 2.63 -2.49 -5.54  0.1094
H 2.75 -2.60 -3.78  0.1239

## Properties
- Max |F|: 0.8 eV/A
- Gap between HOMO and LUMO: 5.9 eV
- HOMO energy: -3.542 eV
- Charge: -1
- Molecular weight: 470.6 g/mol


Record 5
A 8-piece molecular cluster, C28H53ClNO31S7 overall. Source: OMol25; level of theory: ωB97M-V/def2-TZVPD.

Each line ends with the Löwdin charge.
Atoms and positions in Å:
C -1.33 -1.87 -3.01  -0.0559
C -0.83 -3.08 -2.23  -0.2421
O -0.23 -2.74 -0.99  -0.1490
C -1.12 -2.72 0.10  -0.1641
C -0.69 -1.71 1.17  -0.3586
C -1.92 -1.58 2.12  -0.1098
C -3.12 -0.89 1.53  -0.7337
O -4.05 -1.46 1.02  0.0321
Cl -3.20 0.90 1.64  0.7080
C 0.46 -2.31 1.98  -0.0732
C 1.38 -1.33 2.72  -0.4551
C 0.75 -0.76 4.00  -0.0161
C 2.62 -2.12 3.15  -0.0289
N 1.80 -0.15 1.88  -0.1020
O 3.05 0.11 1.90  -0.0153
C 1.19 -0.02 0.54  -0.4641
C 1.30 1.46 0.13  -0.0080
C 1.99 -0.81 -0.51  -0.0021
C -0.29 -0.34 0.57  -0.0709
H -2.35 -1.98 -3.37  0.0672
H -0.71 -1.67 -3.88  0.0732
H -1.30 -0.97 -2.40  0.0616
H -0.07 -3.59 -2.81  0.1175
H -1.62 -3.82 -2.08  0.1176
H -1.12 -3.72 0.56  0.1445
H -2.13 -2.53 -0.25  0.1252
H -1.62 -1.15 3.06  0.1067
H -2.26 -2.59 2.33  0.1382
H 0.01 -2.93 2.76  0.1307
H 1.06 -2.99 1.38  0.1266
H 1.50 -0.23 4.57  0.0904
H 0.29 -1.54 4.59  0.0918
H -0.01 -0.02 3.76  0.0785
H 3.25 -1.55 3.82  0.0791
H 3.16 -2.48 2.28  0.0881
H 2.26 -3.00 3.68  0.0939
H 1.03 1.53 -0.92  0.0929
H 2.32 1.82 0.23  0.0710
H 0.59 2.08 0.68  0.0876
H 2.96 -0.36 -0.64  0.0870
H 1.42 -0.84 -1.43  0.0833
H 2.17 -1.83 -0.17  0.0810
H -0.72 -0.22 -0.42  0.1222
H -0.74 0.42 1.20  0.0695
C 5.35 4.20 2.62  -0.1505
C 4.76 3.19 1.66  -0.1632
O 4.34 3.97 0.53  -0.1897
S 5.33 5.21 0.34  0.5921
O 6.30 4.89 -0.65  -0.2261
O 4.56 6.39 0.25  -0.2241
O 6.04 5.13 1.77  -0.1846
H 4.57 4.73 3.15  0.1178
H 6.03 3.74 3.32  0.1021
H 3.91 2.65 2.09  0.1133
H 5.51 2.47 1.33  0.1300
C -6.28 -0.14 4.47  -0.1613
C -6.03 -1.41 3.69  -0.1628
O -6.20 -2.46 4.65  -0.1828
S -7.33 -2.03 5.71  0.5995
O -8.57 -2.60 5.33  -0.2136
O -6.80 -2.20 7.01  -0.2130
O -7.37 -0.47 5.34  -0.1870
H -5.42 0.14 5.07  0.1354
H -6.57 0.69 3.83  0.1339
H -5.03 -1.45 3.26  0.0997
H -6.76 -1.54 2.89  0.1405
C 8.20 0.44 2.99  -0.1513
C 8.73 -0.23 4.24  -0.1553
O 8.19 0.56 5.32  -0.1835
S 6.74 1.10 4.91  0.5950
O 5.75 0.25 5.44  -0.2086
O 6.72 2.51 5.12  -0.2245
O 6.86 0.82 3.34  -0.1972
H 8.76 1.34 2.75  0.1366
H 8.18 -0.22 2.13  0.1375
H 9.81 -0.22 4.30  0.1365
H 8.36 -1.25 4.34  0.1353
C -5.77 1.64 -1.93  -0.1488
C -4.69 2.54 -1.37  -0.1653
O -3.55 2.29 -2.21  -0.1848
S -4.04 1.97 -3.70  0.5846
O -3.96 3.14 -4.49  -0.2142
O -3.44 0.76 -4.12  -0.2316
O -5.58 1.70 -3.35  -0.1865
H -5.63 0.60 -1.61  0.1345
H -6.77 1.97 -1.68  0.1373
H -4.45 2.31 -0.34  0.0760
H -4.96 3.59 -1.46  0.1374
C -3.91 -0.37 -7.66  -0.1544
C -3.00 0.77 -8.08  -0.1520
O -1.86 0.11 -8.66  -0.1816
S -2.33 -1.23 -9.38  0.5976
O -2.50 -1.01 -10.77  -0.2085
O -1.52 -2.29 -8.90  -0.2319
O -3.78 -1.33 -8.71  -0.1851
H -3.57 -0.82 -6.72  0.1277
H -4.94 -0.06 -7.56  0.1381
H -2.68 1.39 -7.24  0.1333
H -3.47 1.39 -8.84  0.1366
C 0.83 7.09 4.87  -0.1554
C 1.74 6.42 5.87  -0.1564
O 1.39 5.03 5.78  -0.1841
S 0.98 4.68 4.28  0.5917
O 2.10 4.12 3.60  -0.2139
O -0.27 4.01 4.30  -0.2171
O 0.78 6.18 3.77  -0.1821
H -0.18 7.22 5.26  0.1343
H 1.21 8.05 4.53  0.1372
H 1.58 6.77 6.89  0.1362
H 2.79 6.54 5.60  0.1347
C -0.87 -5.23 -7.58  -0.1630
C 0.50 -5.52 -8.14  -0.1557
O 0.98 -6.62 -7.34  -0.1908
S -0.25 -7.56 -6.93  0.5922
O -0.34 -8.65 -7.82  -0.2179
O -0.20 -7.75 -5.52  -0.2221
O -1.42 -6.53 -7.29  -0.1880
H -0.81 -4.66 -6.64  0.1329
H -1.51 -4.71 -8.28  0.1138
H 1.18 -4.68 -8.05  0.1364
H 0.45 -5.84 -9.18  0.1361

## Properties
- Max |F|: 2.0 eV/A
- Gap between HOMO and LUMO (alpha / beta): 8.3 / 9.5 eV
- HOMO energy (alpha / beta): -8.471 / -9.684 eV
- Multiplicity: 2
- Molecular weight: 1159.6 g/mol
- Expectation value of S²: 0.75